Entry from OMol25: a cluster of 2 separate species, C2H7NO4S2 in total in a non-equilibrium geometry (ωB97M-V/def2-TZVPD).

Each line ends with the natural charge from an NBO analysis.
Element x y z (Å)
1 C -3.769 0.478 0.058  0.004
2 C 3.101 -0.548 -0.546  -0.300
3 N -2.570 0.539 -0.034  -0.637
4 O -0.429 2.183 0.669  -0.868
5 O 0.521 -0.785 -0.010  -0.932
6 O 4.207 0.051 0.172  -0.722
7 O 1.892 1.196 0.773  -0.905
8 S 0.896 1.954 -0.176  0.863
9 S 1.803 -0.638 0.698  1.409
10 H -4.367 -0.366 0.001  0.151
11 H -4.280 1.555 0.043  0.147
12 H 2.755 0.031 -1.379  0.204
13 H 3.395 -1.563 -0.931  0.215
14 H -2.075 -0.354 0.058  0.353
15 H -0.938 1.353 0.759  0.514
16 H 3.819 0.949 0.585  0.504

Computed properties:
E_HOMO ... -8.322 eV
2S+1 ... 1
LUMO level ... 0.17 eV
Energy ... -33534.2675 eV
ΔE to the lowest compared entry with this formula, charge and spin ... 54.8 kcal/mol
Orbital gap ... 8.49 eV